(1)
The following is a DFT calculation (ωB97M-V/def2-TZVPD) of a molecular structure, C7H18ClI2LaOP2.

ORCA input file:
```
! wB97M-V def2-TZVPD RIJCOSX def2/J DEFGRID3
* xyz 2 1
I 1.926 0.888 1.149
I 0.012 -1.671 -1.828
La -1.362 0.263 0.521
P 0.162 1.781 -1.708
C 1.724 1.717 -2.628
C -1.005 1.854 -3.122
H -0.697 3.773 -0.608
H 0.154 4.163 -2.143
H 1.104 3.768 -0.665
C 0.183 3.554 -1.228
H -2.036 1.876 -2.745
H -0.801 2.768 -3.695
H 1.735 2.528 -3.370
H 1.821 0.764 -3.152
H -0.858 0.971 -3.761
H 2.573 1.852 -1.953
C 1.841 -0.800 -0.559
O 2.894 -1.223 -0.866
Cl -3.318 1.781 0.559
C -2.020 -3.302 3.065
P -0.809 -2.195 2.200
C 0.141 -1.617 3.658
C 0.333 -3.494 1.575
H -2.746 -2.675 3.608
H -1.506 -3.968 3.779
H -2.556 -3.904 2.322
H 0.267 -2.437 4.375
H 1.118 -1.241 3.343
H -0.413 -0.800 4.144
H 0.513 -4.253 2.353
H -0.118 -3.976 0.698
H 1.286 -3.043 1.277
*
```

Computed properties:
ΔE to the lowest compared entry with this formula, charge and spin ... 0.00 kJ/mol
F_max ... 3.26 eV/Å
E_HOMO ... -16.003 eV

Atomic partial charges in e from the Mulliken method, atoms 1 to 8: 0.082 0.097 1.653 0.191 -1.182 -1.178 0.371 0.420


(2)
The following is a DFT calculation (ωB97M-V/def2-TZVPD) of 2 unconnected molecules or ions with the total composition C5H7Cl2FO.

ORCA input file:
```
! wB97M-V def2-TZVPD RIJCOSX def2/J DEFGRID3
* xyz 0 1
O 1.380 2.672 -1.319
C 0.360 2.179 -1.556
Cl -1.088 2.232 -0.683
Cl 0.052 1.417 -3.114
C -1.220 -1.547 0.344
C 0.000 -0.688 0.392
C 0.256 0.134 1.649
C 0.855 -0.673 -0.602
F 1.999 -0.030 -0.620
H -2.024 -0.891 0.183
H -1.384 -2.031 1.270
H -1.137 -2.271 -0.492
H 1.402 0.418 1.573
H 0.262 -0.567 2.575
H -0.468 0.913 1.893
H 0.756 -1.266 -1.492
*
```

Computed properties:
ΔE to the lowest compared entry with this formula, charge and spin ... 0.00 kJ/mol
F_max ... 3.54 eV/Å
E_HOMO ... -9.305 eV

Atomic partial charges in e from the natural (NBO) method, atoms 1 to 8: -0.453 0.443 0.046 -0.036 -0.620 -0.076 -0.664 0.200


(3)
The following is a DFT calculation (ωB97M-V/def2-TZVPD) of 4 unconnected molecules or ions with the total composition C2H12N2O2.

ORCA input file:
```
! wB97M-V def2-TZVPD RIJCOSX def2/J DEFGRID3
* xyz 0 1
C -1.710 0.528 -0.582
N -0.374 0.203 -1.088
C 0.554 1.332 -1.004
N 0.776 1.985 0.286
H -2.322 -0.374 -0.707
H -2.109 1.368 -1.150
H -1.706 0.743 0.488
H -0.011 -0.571 -0.527
H 1.508 0.929 -1.358
H 0.237 2.078 -1.737
H 0.892 1.234 0.956
H -0.044 2.502 0.585
H 0.982 -0.853 2.422
H 1.818 -0.757 1.060
O 0.111 -0.832 1.971
H 0.626 -2.019 0.658
H 0.379 -3.474 0.169
O 0.447 -2.563 -0.131
*
```

Computed properties:
ΔE to the lowest compared entry with this formula, charge and spin ... 608.75 kJ/mol
F_max ... 4.73 eV/Å
E_HOMO ... -8.460 eV

Atomic partial charges in e from the natural (NBO) method, atoms 1 to 8: -0.429 -0.628 -0.069 -0.847 0.205 0.189 0.166 0.359


(4)
The following is a DFT calculation (ωB97M-V/def2-TZVPD) of 2 unconnected molecules or ions with the total composition C4H11N3O.

ORCA input file:
```
! wB97M-V def2-TZVPD RIJCOSX def2/J DEFGRID3
* xyz 0 1
C -0.271 1.993 0.692
C -0.699 1.688 2.112
N -2.002 1.977 2.387
O 0.025 1.274 3.017
H -0.463 3.057 0.455
H -0.775 1.352 -0.018
H 0.814 1.876 0.579
H -2.372 1.846 3.344
H -2.735 2.039 1.669
N 1.443 -0.124 -2.304
C 1.412 -1.448 -1.740
C 0.332 -2.051 -1.180
N 0.392 -3.385 -0.712
H 2.368 0.229 -2.626
H 1.017 0.598 -1.711
H 2.370 -1.980 -1.781
H -0.694 -1.440 -1.093
H -0.070 -4.096 -1.282
H -0.092 -3.404 0.192
*
```

Computed properties:
ΔE to the lowest compared entry with this formula, charge and spin ... 162.97 kJ/mol
F_max ... 2.70 eV/Å
E_HOMO ... -8.091 eV

Atomic partial charges in e from the natural (NBO) method, atoms 1 to 8: -0.723 0.666 -0.836 -0.606 0.233 0.227 0.241 0.406


(5)
The following is a DFT calculation (ωB97M-V/def2-TZVPD) of 2 unconnected molecules or ions with the total composition C4H8O3.

ORCA input file:
```
! wB97M-V def2-TZVPD RIJCOSX def2/J DEFGRID3
* xyz 0 1
C -2.112 0.427 -1.129
C -0.632 0.372 -0.738
C -0.307 1.365 0.341
O 0.462 1.187 1.264
H -2.761 0.136 -0.298
H -2.315 -0.257 -1.958
H -2.406 1.434 -1.451
H -0.019 0.658 -1.607
H -0.291 -0.622 -0.429
H -0.807 2.354 0.256
O 1.702 -1.854 -0.014
C 2.370 -1.750 0.988
O 2.273 -0.798 1.902
H 3.169 -2.452 1.268
H 1.566 -0.159 1.641
*
```

Computed properties:
ΔE to the lowest compared entry with this formula, charge and spin ... 76.99 kJ/mol
F_max ... 0.49 eV/Å
E_HOMO ... -10.311 eV

Atomic partial charges in e from the natural (NBO) method, atoms 1 to 8: -0.606 -0.533 0.484 -0.567 0.211 0.225 0.206 0.239


| no. | frontier orbital gap (eV) |
| --- | --- |
| 1 | 5.847 |
| 2 | 9.713 |
| 3 | 4.625 |
| 4 | 8.821 |
| 5 | 11.051 |